Density functional theory data (ωB97M-V/def2-TZVPD) for C18H23N5O3Pt as an isolated structure at a distorted geometry.

Each line ends with the Mulliken charge.
Geometry (Å):
O: 2.648 2.907 -1.774  -0.339
H: 4.134 2.628 -3.202  0.296
C: -2.704 0.865 -8.109  -1.306
O: 1.475 1.745 -0.240  -0.646
H: -2.044 1.379 -5.623  0.227
C: -1.970 0.303 -5.833  -1.341
Pt: 0.034 0.334 0.287  0.590
H: 0.161 -2.120 -6.841  0.311
C: 0.264 1.106 4.423  -0.603
C: 0.692 1.439 3.168  -0.130
O: -0.165 -0.039 -1.742  -0.734
N: -1.202 -1.120 0.839  -0.103
H: -1.112 -0.455 5.019  0.192
H: 2.995 0.795 -4.172  0.361
H: -3.187 -3.708 1.026  0.405
H: -3.397 -1.722 -8.973  0.315
N: -2.248 -2.287 2.366  -0.061
H: -1.763 -0.378 -5.013  0.298
H: 2.711 3.644 -3.702  0.332
C: 1.514 -1.453 -2.551  -0.465
C: -2.301 -1.863 -8.924  -1.150
C: 0.887 -2.589 -2.169  -0.582
H: 0.513 1.541 5.372  0.405
C: -0.921 -2.304 -6.833  -1.140
H: -2.593 -2.567 3.279  0.200
H: -1.280 -3.220 -6.368  0.354
N: -0.611 0.031 4.282  -0.078
N: 1.768 0.984 -2.433  0.383
C: -1.902 -2.120 0.181  -0.190
C: -0.703 -0.282 2.961  0.462
H: -2.797 1.822 -7.595  0.372
H: -1.874 -1.226 -9.719  0.294
C: -2.551 -2.852 1.129  -0.797
C: 0.996 -0.162 -2.256  0.742
C: 1.922 1.881 -1.413  0.661
H: 1.361 2.203 2.812  0.479
C: -1.736 -1.458 -7.554  0.590
C: 3.044 2.742 -3.182  -0.380
C: -2.101 -0.127 -7.125  1.260
C: -1.412 -1.232 2.162  0.176
N: 0.083 0.570 2.272  0.000
H: -2.040 0.992 -8.971  0.311
H: -1.863 -2.201 -0.889  0.634
H: 1.535 1.785 -4.380  0.300
H: -3.690 0.562 -8.489  0.293
C: 2.339 1.513 -3.684  -0.402
H: -2.075 -2.910 -9.165  0.355
H: -0.177 -2.622 -1.926  0.105
H: 1.421 -3.535 -2.188  0.335
H: 2.408 -1.447 -3.173  0.408

HOMO level (alpha / beta): -0.386 / -0.485 Ha
Charge: +2
E_LUMO (alpha / beta): -7.70 / -7.60 eV
Gap between HOMO and LUMO (alpha / beta): 2.82 / 5.59 eV
Molecular weight: 552.5 g/mol
Relative energy (zero: lowest compared OMol25 entry of this formula, charge and spin): 0.0 kcal/mol
Spin multiplicity: 3

Density functional theory data (ωB97M-V/def2-TZVPD) for one molecule with the formula C18H23N5O3S2 at a distorted geometry.

Each line ends with the Mulliken charge.
Geometry (Å):
O: 3.226 0.600 4.293  -0.686
S: -4.788 1.962 -1.642  -0.198
N: -2.663 1.274 -0.089  0.105
O: 2.142 -1.505 4.982  -0.753
C: 1.333 -0.369 2.754  -0.002
H: -2.252 3.275 0.346  0.307
C: 1.066 0.913 2.319  -0.350
H: 4.447 -3.519 3.031  0.341
N: 3.675 -1.589 2.980  0.051
H: -1.113 0.095 -4.206  0.289
H: 5.806 -1.337 4.687  0.271
C: -4.866 0.968 -4.230  0.670
H: -3.859 2.694 0.808  0.366
C: 6.020 -1.312 2.533  -0.562
H: 3.905 -2.871 4.602  0.391
C: 0.615 -1.452 2.282  -0.562
H: -0.141 2.125 1.044  0.509
H: -2.434 2.194 1.753  0.486
C: -5.585 0.891 -2.881  -0.771
C: 5.816 -2.046 3.858  -0.560
C: -2.914 0.144 -5.447  -0.759
C: 4.612 -0.803 2.184  -0.699
C: -0.707 0.049 0.943  0.657
H: 0.861 -2.437 2.643  0.436
H: 1.660 1.727 2.703  0.521
N: -3.824 0.129 -4.320  -0.111
H: 6.366 -2.011 1.770  0.294
C: -0.405 -1.245 1.374  -0.832
H: -2.827 -0.876 -5.840  0.238
H: 4.379 -0.929 1.123  0.284
C: -3.481 0.945 -1.130  0.364
C: -1.562 0.641 -5.027  0.031
H: -3.349 0.790 -6.213  0.416
N: -2.086 -0.664 -0.935  -0.838
H: -0.983 -2.068 0.984  0.471
N: -3.130 -0.213 -1.636  -0.298
H: 4.490 0.249 2.451  0.416
H: 0.023 1.999 -5.247  0.275
H: 6.737 -0.497 2.611  0.310
H: -3.508 -0.346 -3.474  0.375
C: -0.948 1.670 -5.576  -0.798
H: 6.571 -2.807 4.044  0.385
H: -6.593 1.291 -2.986  0.410
O: -5.251 1.703 -5.115  -0.656
H: -5.603 -0.120 -2.479  0.379
C: -1.790 0.213 -0.011  0.236
H: -1.391 2.223 -6.388  0.260
C: 4.418 -2.632 3.672  -0.750
S: 2.647 -0.667 3.934  1.386
C: 0.045 1.127 1.409  -0.668
C: -2.803 2.425 0.755  -1.075

SMILES: C=CCNC(=O)CSc1nnc(-c2ccc(S(=O)(=O)N3CCCC3)cc2)n1C
HOMO level: -0.319 Ha
E_LUMO: 0.01 eV
Gap between HOMO and LUMO: 8.68 eV
Molecular weight: 421.5 g/mol
Relative energy (zero: lowest compared OMol25 entry of this formula, charge and spin): 75.8 kcal/mol

Density functional theory data (ωB97M-V/def2-TZVPD) for C18H23N5O3S5SiTi as an isolated structure at a distorted geometry.

Each line ends with the Mulliken charge.
Geometry (Å):
N: 3.949 0.442 -0.462  -0.458
H: -1.590 1.814 -2.568  0.419
H: -4.596 -0.552 0.410  0.295
N: 1.913 -0.570 -0.286  0.560
C: 1.342 2.842 4.824  -0.255
H: -4.840 1.628 -2.718  0.285
H: -4.366 3.091 -1.855  0.303
H: 3.348 -3.876 0.824  0.412
N: 0.375 1.732 1.498  0.750
N: 1.639 -2.824 0.302  0.431
C: -4.631 2.039 -1.729  -1.143
O: -0.056 -1.542 -0.574  -0.667
H: -3.889 2.539 1.045  0.431
O: 0.659 2.260 -0.585  -0.264
C: 0.201 0.755 5.009  -0.523
H: -5.548 1.993 -1.135  0.277
O: -0.246 0.672 0.907  0.004
C: 3.820 -1.868 0.295  -0.971
C: 1.205 -0.730 -4.048  0.016
H: -2.563 1.461 1.533  0.159
N: 0.796 2.793 0.650  -0.873
H: -2.210 2.881 0.580  0.283
S: 1.239 -3.105 -5.146  -0.167
H: 1.068 -4.668 -0.489  0.322
H: -0.191 -0.061 5.609  0.309
Si: -3.212 1.109 -0.864  0.384
Ti: 0.145 0.567 -0.964  -0.360
H: -1.919 0.079 -2.636  0.293
H: -4.380 -1.060 -1.273  0.331
H: -0.229 -3.697 0.230  0.309
H: 1.859 3.683 5.277  0.310
H: 4.885 -1.956 0.429  0.365
H: 0.991 1.834 6.709  0.351
C: 1.801 -1.948 -3.954  0.103
C: 0.862 1.811 5.635  -0.652
H: 4.868 0.263 -0.832  0.251
S: -0.800 -2.674 -7.298  -0.400
C: -1.741 0.920 -1.949  -0.614
H: -0.504 -0.116 3.178  0.365
C: -3.882 -0.603 -0.416  -1.038
H: 1.557 3.643 2.842  0.423
H: -3.063 -1.260 -0.116  0.214
C: 0.805 -4.011 0.342  -1.140
C: 0.111 -2.137 -5.992  0.085
S: 1.493 0.740 -3.118  -0.505
S: 3.052 -2.547 -2.898  -0.466
C: 0.019 0.708 3.644  -0.357
H: 3.422 1.134 -0.990  0.219
C: 3.215 -0.655 -0.174  0.663
C: 0.515 1.752 2.821  0.351
C: 1.122 -1.656 -0.189  0.439
C: 2.989 -2.908 0.506  -0.384
S: 0.018 -0.571 -5.322  -0.096
C: 1.183 2.839 3.457  -0.777
H: 0.937 -4.517 1.299  0.385
C: -2.946 2.085 0.726  -0.988

HOMO level (alpha / beta): 0.003 / 0.003 Ha
Charge: -2
E_LUMO (alpha / beta): 4.24 / 4.24 eV
Gap between HOMO and LUMO (alpha / beta): 4.16 / 4.16 eV
Molecular weight: 593.7 g/mol
Relative energy (zero: lowest compared OMol25 entry of this formula, charge and spin): 11.3 kcal/mol

Copy entry 1 word for word.
Density functional theory data (ωB97M-V/def2-TZVPD) for C18H23N5O3Pt as an isolated structure at a distorted geometry.

Each line ends with the Mulliken charge.
Geometry (Å):
O: 2.648 2.907 -1.774  -0.339
H: 4.134 2.628 -3.202  0.296
C: -2.704 0.865 -8.109  -1.306
O: 1.475 1.745 -0.240  -0.646
H: -2.044 1.379 -5.623  0.227
C: -1.970 0.303 -5.833  -1.341
Pt: 0.034 0.334 0.287  0.590
H: 0.161 -2.120 -6.841  0.311
C: 0.264 1.106 4.423  -0.603
C: 0.692 1.439 3.168  -0.130
O: -0.165 -0.039 -1.742  -0.734
N: -1.202 -1.120 0.839  -0.103
H: -1.112 -0.455 5.019  0.192
H: 2.995 0.795 -4.172  0.361
H: -3.187 -3.708 1.026  0.405
H: -3.397 -1.722 -8.973  0.315
N: -2.248 -2.287 2.366  -0.061
H: -1.763 -0.378 -5.013  0.298
H: 2.711 3.644 -3.702  0.332
C: 1.514 -1.453 -2.551  -0.465
C: -2.301 -1.863 -8.924  -1.150
C: 0.887 -2.589 -2.169  -0.582
H: 0.513 1.541 5.372  0.405
C: -0.921 -2.304 -6.833  -1.140
H: -2.593 -2.567 3.279  0.200
H: -1.280 -3.220 -6.368  0.354
N: -0.611 0.031 4.282  -0.078
N: 1.768 0.984 -2.433  0.383
C: -1.902 -2.120 0.181  -0.190
C: -0.703 -0.282 2.961  0.462
H: -2.797 1.822 -7.595  0.372
H: -1.874 -1.226 -9.719  0.294
C: -2.551 -2.852 1.129  -0.797
C: 0.996 -0.162 -2.256  0.742
C: 1.922 1.881 -1.413  0.661
H: 1.361 2.203 2.812  0.479
C: -1.736 -1.458 -7.554  0.590
C: 3.044 2.742 -3.182  -0.380
C: -2.101 -0.127 -7.125  1.260
C: -1.412 -1.232 2.162  0.176
N: 0.083 0.570 2.272  0.000
H: -2.040 0.992 -8.971  0.311
H: -1.863 -2.201 -0.889  0.634
H: 1.535 1.785 -4.380  0.300
H: -3.690 0.562 -8.489  0.293
C: 2.339 1.513 -3.684  -0.402
H: -2.075 -2.910 -9.165  0.355
H: -0.177 -2.622 -1.926  0.105
H: 1.421 -3.535 -2.188  0.335
H: 2.408 -1.447 -3.173  0.408

HOMO level (alpha / beta): -0.386 / -0.485 Ha
Charge: +2
E_LUMO (alpha / beta): -7.70 / -7.60 eV
Gap between HOMO and LUMO (alpha / beta): 2.82 / 5.59 eV
Molecular weight: 552.5 g/mol
Relative energy (zero: lowest compared OMol25 entry of this formula, charge and spin): 0.0 kcal/mol
Spin multiplicity: 3